This record from OMol25 describes a 11-piece molecular cluster, C81H176N8O17S3 overall at a distorted geometry. The level of theory is ωB97M-V with the def2-TZVPD basis set.

Positions of all 285 atoms, in Å:
O -1.644471 -4.519349 6.141297
S -0.891229 -3.407299 5.593177
O -1.238593 -2.081621 5.996719
O 0.577494 -3.556929 6.032660
C 1.051370 -4.807202 6.698280
C 2.450737 -5.122863 6.118367
C -0.785519 -3.427417 3.901490
H 0.298756 -5.620939 6.621260
H 1.109013 -4.508118 7.719594
H 3.200474 -4.414448 6.485061
H 2.311196 -5.056362 5.079687
H 2.727983 -6.124853 6.384396
H -1.755714 -3.213750 3.456151
H -0.388361 -4.304819 3.418804
H -0.006002 -2.739953 3.533523
O 3.004479 0.074815 8.062900
S 2.525306 0.680825 6.864771
O 2.560191 2.105591 6.704550
O 3.288313 0.090184 5.701617
C 3.633130 -1.328097 5.618109
C 3.261540 -1.936549 4.246003
C 0.855844 0.213228 6.601140
H 3.225252 -1.856400 6.476579
H 4.678563 -1.404872 5.851246
H 3.807930 -1.519810 3.406234
H 2.190044 -1.852257 4.067094
H 3.437376 -3.017324 4.354232
H 0.405193 0.953804 7.226290
H 0.733360 -0.879780 6.768230
H 0.705276 0.382726 5.537905
O 2.198601 -4.608130 2.541705
S 2.138807 -5.741673 1.660924
O 0.865586 -6.194363 1.115211
O 3.108879 -5.390335 0.457909
C 2.606570 -5.800294 -0.891058
C 3.722811 -5.445926 -1.907003
C 3.012824 -7.069016 2.341019
H 1.658195 -5.231682 -1.026977
H 2.400275 -6.870877 -0.822829
H 3.749746 -4.338626 -1.971803
H 3.573409 -5.764573 -2.974754
H 4.741339 -5.696397 -1.643039
H 3.191300 -7.916910 1.696064
H 2.484837 -7.392320 3.259763
H 3.950519 -6.571623 2.621092
C -1.863636 -5.682523 -3.821572
C -2.348605 -6.334041 -2.512900
C -2.258677 -5.199049 -1.467515
C -2.848683 -5.544556 -0.156409
C -4.338777 -5.799121 -0.426657
C -4.517964 -6.932384 -1.459299
N -3.769003 -6.534954 -2.671660
O -3.919368 -7.623452 -3.599937
C -4.119738 -8.275521 -0.875174
C -5.931398 -6.999565 -1.801988
C -1.422119 -7.549483 -2.245709
H -0.795105 -5.411767 -3.712494
H -2.507261 -4.835670 -4.051099
H -2.046546 -6.386742 -4.635960
H -1.186359 -4.940311 -1.382695
H -2.658823 -4.287749 -1.904695
H -2.706310 -4.801372 0.610695
H -2.326988 -6.458657 0.174605
H -4.861164 -4.872202 -0.728412
H -4.895285 -6.163618 0.470702
H -3.326924 -8.195599 -0.137548
H -5.006872 -8.715903 -0.401956
H -3.826054 -8.959354 -1.681293
H -6.273912 -6.010140 -2.190449
H -6.103386 -7.746347 -2.610049
H -6.457403 -7.211575 -0.896676
H -1.386182 -7.832595 -1.189507
H -0.432868 -7.294900 -2.619113
H -1.812551 -8.348520 -2.880686
H -4.397966 -7.136647 -4.273645
C -5.563963 2.845995 1.531983
C -4.119630 2.312692 1.274255
C -3.096365 3.467317 1.278751
C -2.877745 4.045412 2.646218
C -2.286599 2.918104 3.466257
C -3.139382 1.682128 3.591736
N -3.505923 1.367499 2.199579
O -4.261669 0.147382 2.143481
C -2.297342 0.532686 4.192985
C -4.339908 1.860622 4.574469
C -4.066252 1.747478 -0.154173
H -5.809850 3.562240 0.757893
H -5.584830 3.409144 2.491442
H -6.283588 2.033424 1.490075
H -2.137073 3.078379 0.875940
H -3.461518 4.250393 0.620792
H -3.785759 4.433207 3.093094
H -2.184780 4.868776 2.561145
H -2.117094 3.169939 4.510306
H -1.290940 2.731910 3.092784
H -1.916738 0.801406 5.186794
H -2.882984 -0.401210 4.211358
H -1.404553 0.471943 3.564143
H -5.090934 1.143200 4.353695
H -4.015361 1.679860 5.596988
H -4.788867 2.854349 4.661672
H -4.617763 0.842065 -0.378232
H -3.006674 1.640449 -0.343325
H -4.415602 2.539860 -0.824399
H -5.109014 0.408803 2.549488
C -0.843360 3.168724 -2.043984
C -1.368179 4.259472 -2.980252
C -2.057722 5.498952 -2.337050
C -1.008596 6.359952 -1.624235
C -0.017252 6.932164 -2.669179
C 0.672093 5.817201 -3.452814
N -0.398131 4.898567 -3.968556
O 0.190014 3.931574 -4.768122
C 1.306082 6.443108 -4.685663
C 1.774060 5.122422 -2.568119
C -2.386220 3.632376 -3.891799
H -1.769387 2.749881 -1.596390
H -0.170945 3.501909 -1.236612
H -0.289142 2.381427 -2.562867
H -2.502937 5.991324 -3.190718
H -2.871761 5.205104 -1.667375
H -0.469527 5.810406 -0.839451
H -1.532391 7.132401 -1.068657
H 0.816706 7.532805 -2.268176
H -0.572898 7.588897 -3.371338
H 0.466932 6.966744 -5.140320
H 2.019527 7.244117 -4.485873
H 1.675975 5.633109 -5.301969
H 2.099993 4.126488 -2.857035
H 2.582311 5.878990 -2.516586
H 1.413047 5.085559 -1.514844
H -2.688857 4.377201 -4.655212
H -3.253099 3.332730 -3.275301
H -1.905500 2.837363 -4.468591
H 0.603355 3.326492 -4.160862
C -7.895059 -3.508981 -3.433203
C -7.259643 -2.188657 -3.209368
C -5.831523 -2.470103 -2.747110
C -4.939415 -1.262533 -2.668122
C -4.901828 -0.596831 -4.030684
C -6.285846 -0.250202 -4.597678
N -7.141022 -1.491158 -4.503903
O -8.423489 -1.216156 -5.037009
C -6.880203 0.998102 -3.888485
C -6.083343 0.047206 -6.120927
C -7.996263 -1.421000 -2.054261
H -7.287189 -4.006034 -4.201777
H -8.918519 -3.482426 -3.777813
H -7.780099 -4.129937 -2.512094
H -5.895067 -2.938931 -1.759632
H -5.296257 -3.144006 -3.438628
H -3.956188 -1.622135 -2.375492
H -5.273753 -0.510190 -1.955777
H -4.397246 -1.249697 -4.749596
H -4.326453 0.342626 -3.973305
H -7.944452 0.861622 -3.836707
H -6.527873 1.144047 -2.865664
H -6.650018 1.855286 -4.537341
H -5.966607 -0.851847 -6.715818
H -6.962881 0.606462 -6.510201
H -5.204921 0.696361 -6.183777
H -7.306496 -0.673653 -1.674034
H -8.166614 -2.150609 -1.244280
H -8.955179 -0.964829 -2.349404
H -8.394273 -1.624477 -5.905176
C 2.948901 -3.154076 -4.885719
C 2.057419 -1.912718 -5.022358
C 2.612522 -0.787449 -4.089791
C 1.926005 0.560852 -4.353697
C 2.121834 0.878139 -5.802997
C 1.513161 -0.113600 -6.723046
N 2.116917 -1.472256 -6.447805
O 1.506417 -2.393101 -7.328426
C -0.043190 -0.117274 -6.684623
C 2.024846 0.268810 -8.095484
C 0.653231 -2.290823 -4.598638
H 2.830832 -3.840670 -5.726440
H 2.678117 -3.581168 -3.941615
H 4.015949 -2.882882 -4.821465
H 2.465509 -1.187485 -3.055729
H 3.706700 -0.669890 -4.191459
H 2.376486 1.312789 -3.720697
H 0.897430 0.606900 -3.959613
H 3.194423 0.851599 -6.060086
H 1.790302 1.893764 -6.052247
H -0.337683 0.160966 -5.682232
H -0.318947 0.767422 -7.270121
H -0.539848 -1.033139 -6.985418
H 1.731878 -0.546433 -8.756202
H 1.606329 1.180023 -8.495253
H 3.108733 0.459478 -8.077275
H 0.066486 -1.409991 -4.341856
H 0.718004 -2.891858 -3.679117
H 0.109348 -2.871170 -5.354448
H 2.291741 -2.717576 -7.782991
C 3.844136 5.718661 1.126850
C 2.466743 6.160422 1.644890
C 1.598432 4.926429 1.379239
C 0.247314 4.895441 2.081511
C 0.625106 5.072441 3.570815
C 1.296308 6.373683 3.846520
N 2.582706 6.405407 3.107273
O 3.307217 7.564430 3.312945
C 0.354874 7.552058 3.658332
C 1.669300 6.245898 5.318426
C 1.911865 7.353959 0.894136
H 4.175107 4.870398 1.712172
H 4.663225 6.446437 1.332008
H 3.880554 5.428018 0.075379
H 1.489911 4.972798 0.291533
H 2.104250 4.016416 1.648964
H -0.103468 3.893708 1.812678
H -0.442907 5.612381 1.642072
H 1.218269 4.250253 3.897678
H -0.261035 5.019875 4.228316
H 0.860408 8.501974 3.479556
H -0.411316 7.250250 2.948915
H -0.258239 7.653142 4.563457
H 2.315944 7.059878 5.693823
H 0.764947 6.232542 5.953790
H 2.093706 5.211456 5.444278
H 2.352475 8.300404 1.190718
H 0.829508 7.433008 1.003675
H 2.072713 7.148573 -0.165413
H 4.079744 7.157216 3.710882
C 6.137438 3.033275 1.413437
C 7.045460 1.954967 1.975708
C 8.554448 2.378532 1.928073
C 9.382581 1.250788 2.564808
C 8.967319 1.222014 4.047395
C 7.539433 0.718759 4.230020
N 6.688766 1.638258 3.404395
O 5.334966 1.236427 3.485669
C 7.400483 -0.812137 3.938215
C 7.147562 0.928449 5.703275
C 6.760001 0.764118 1.003379
H 5.069272 2.756969 1.434068
H 6.481270 3.316748 0.424249
H 6.311709 3.909938 2.025053
H 8.807672 2.583763 0.869069
H 8.618213 3.305791 2.540094
H 10.436534 1.497203 2.505237
H 9.222551 0.308260 2.015855
H 9.032592 2.244958 4.447467
H 9.626924 0.567908 4.672997
H 6.304062 -1.004516 3.869530
H 7.764925 -1.078777 2.938118
H 7.769099 -1.553046 4.645144
H 7.847519 0.462672 6.381643
H 7.118815 2.006402 5.897499
H 6.142489 0.533181 5.906062
H 7.257945 -0.174063 1.247779
H 7.130957 1.006813 0.015986
H 5.667601 0.584786 0.972063
H 5.392660 0.355326 3.107022
C 1.194432 0.862754 2.340527
C 0.987153 0.203308 0.975171
C 1.739194 -1.105701 1.073836
C 1.478218 -2.097141 -0.069003
C -0.021229 -2.360348 -0.031438
C -0.923512 -1.136971 -0.083676
N -0.440967 -0.167348 0.918725
O -1.120714 1.039811 0.787635
C -0.987087 -0.582615 -1.505342
C -2.325551 -1.572134 0.354717
C 1.509151 1.122568 -0.165784
H 2.233760 1.135673 2.455743
H 0.893066 0.173917 3.142073
H 0.559748 1.740189 2.434874
H 2.775855 -0.874956 1.264284
H 1.310337 -1.568148 1.976023
H 1.986043 -3.039936 0.125662
H 1.817978 -1.733997 -1.049441
H -0.172289 -2.832894 0.951430
H -0.331610 -3.076026 -0.787036
H 0.050020 -0.370946 -1.838840
H -1.470982 -1.315192 -2.164495
H -1.576496 0.356708 -1.510945
H -3.102940 -0.833665 0.214588
H -2.576152 -2.441262 -0.266686
H -2.304458 -1.869098 1.407413
H 2.315673 1.686931 0.218768
H 0.726551 1.734687 -0.557224
H 1.919028 0.477988 -0.931801
H -1.855602 1.012008 1.455892

Atoms 1-2, force components in eV/Å:
O 0.4 0.7 -1.0
S -1.6 -0.4 2.4

The calculation puts the largest force on an atom at 3.165 eV/A. Its LUMO energy is -0.1 eV. The value obtained for the relative energy (zero: lowest compared OMol25 entry of this formula, charge and spin) is 0.0 kJ/mol.